146
Properties=species:S:1:pos:R:3:lowdin_charge:R:1 method="wB97M-V/def2-TZVPD" charge=+1 e_tot_ha=-5123.79348
C 4.76051 3.23351 -3.84702 -0.096
C 4.00302 3.32576 -2.51586 -0.241
C 2.57482 2.74290 -2.59514 -0.207
C 2.53269 1.32233 -2.03250 -0.178
C 1.10678 0.75934 -1.85088 -0.117
C 0.68883 -0.34715 -2.81445 -0.423
O 1.26907 -1.59394 -2.64620 -0.069
C 2.63499 -1.75859 -3.05382 -0.134
C 2.86940 -3.11176 -3.74544 -0.332
C 1.78817 -4.12502 -3.34505 -0.055
C 2.86569 -2.96764 -5.26443 -0.138
C 3.98038 -2.09680 -5.91038 -0.387
C 3.42306 -0.82498 -6.55597 -0.078
C 5.16143 -1.73544 -4.99841 -0.059
C 0.73940 0.16469 -4.27658 0.030
N -0.64300 0.49682 -4.55849 0.028
F -0.92904 1.20075 -5.66678 0.136
C -1.55280 0.05182 -3.79292 -0.017
B -3.15405 0.12480 -3.92490 -0.609
O -3.69934 -1.03434 -4.41538 0.185
N -3.85345 1.25463 -3.48336 -0.064
C -5.29181 1.23339 -3.80470 -0.039
C -3.23769 2.56258 -3.84195 -0.025
C -0.87702 -0.64546 -2.66490 -0.425
S -1.77784 -0.14200 -1.16499 0.897
H 5.82781 3.08990 -3.68308 0.072
H 4.66414 4.14824 -4.42822 0.074
H 4.42039 2.38297 -4.43927 0.056
H 4.57890 2.75984 -1.78135 0.102
H 3.99129 4.35261 -2.15906 0.094
H 1.89698 3.39337 -2.04530 0.112
H 2.31810 2.72301 -3.65589 0.095
H 3.01354 1.34669 -1.05546 0.121
H 3.16700 0.69545 -2.65569 0.096
H 1.00879 0.37922 -0.83704 0.111
H 0.40578 1.58498 -1.98205 0.115
H 3.27098 -1.69886 -2.16944 0.144
H 2.93815 -0.95812 -3.72418 0.083
H 3.80411 -3.53054 -3.38193 0.118
H 2.08766 -5.11287 -3.69271 0.086
H 1.70005 -4.20005 -2.26179 0.085
H 0.82032 -3.87952 -3.77467 0.075
H 2.91538 -3.96732 -5.69581 0.121
H 1.88787 -2.56808 -5.55273 0.101
H 4.40239 -2.68477 -6.72596 0.128
H 2.48472 -1.02890 -7.06979 0.077
H 4.12919 -0.42456 -7.28286 0.085
H 3.27676 -0.03322 -5.81515 0.052
H 4.94877 -0.82924 -4.42892 0.067
H 5.45567 -2.53595 -4.32659 0.075
H 6.02689 -1.50156 -5.61687 0.086
H 0.96991 -0.70090 -4.91030 0.139
H 1.47045 0.90732 -4.57501 0.132
H -4.29230 -1.47042 -3.79650 0.127
H -5.77170 0.34529 -3.40399 0.093
H -5.46757 1.28048 -4.87922 0.106
H -5.77465 2.09084 -3.34157 0.090
H -2.84127 2.58579 -4.85264 0.084
H -2.46012 2.81466 -3.12150 0.094
H -3.99310 3.33867 -3.75983 0.094
H -0.98122 -1.72370 -2.80607 0.145
H -0.94154 -0.62262 -0.24022 -0.098
C -1.92705 -0.15698 2.53342 -0.059
C -1.72226 1.14318 3.27914 -0.188
O -1.24895 0.89987 4.61632 0.042
C 0.05187 0.67905 4.72750 -0.399
O 0.85347 0.65691 3.84121 0.165
C 0.42361 0.48501 6.21144 -0.565
F -0.44635 -0.31498 6.82386 0.177
F 0.41819 1.66876 6.82877 0.176
F 1.63285 -0.04204 6.31579 0.183
H -2.60567 -0.81336 3.07758 0.094
H -2.35131 0.04144 1.54973 0.026
H -0.98249 -0.68882 2.40811 0.078
H -2.66095 1.67762 3.39561 0.118
H -1.02264 1.79724 2.76019 0.128
C 4.49044 -6.30113 1.68780 -0.052
C 5.69002 -5.39579 1.52880 -0.178
O 6.45633 -5.74669 0.35480 0.048
C 6.03216 -5.26047 -0.79132 -0.406
O 5.08900 -4.54731 -0.98004 0.151
C 6.97519 -5.70460 -1.92826 -0.561
F 7.28019 -6.99446 -1.83388 0.182
F 8.10409 -4.99444 -1.87755 0.176
F 6.39946 -5.49074 -3.10750 0.165
H 4.80527 -7.34523 1.70703 0.089
H 3.97472 -6.07345 2.61601 0.064
H 3.78792 -6.17810 0.86318 0.079
H 6.37887 -5.51678 2.36120 0.128
H 5.40395 -4.34650 1.47676 0.126
C 2.96228 -10.75852 6.07245 -0.056
C 2.60950 -9.65582 5.10007 -0.191
O 3.13602 -8.38381 5.53978 0.034
C 4.40410 -8.15098 5.25184 -0.412
O 5.15832 -8.86243 4.66000 0.170
C 4.79884 -6.74956 5.75848 -0.558
F 4.33830 -6.51769 6.98346 0.181
F 4.28829 -5.81930 4.93405 0.148
F 6.11508 -6.61002 5.76522 0.181
H 2.61849 -10.50619 7.07544 0.085
H 2.48978 -11.69025 5.76468 0.085
H 4.03935 -10.91555 6.11377 0.080
H 1.53319 -9.50994 5.04881 0.125
H 2.97294 -9.87127 4.09641 0.124
C -7.70628 5.17091 1.39475 -0.060
C -7.10690 4.70674 0.08770 -0.182
O -6.10359 3.68491 0.30655 0.033
C -6.55366 2.45447 0.46730 -0.411
O -7.68458 2.07664 0.43104 0.182
C -5.36228 1.49795 0.66972 -0.548
F -4.46025 2.00066 1.51839 0.163
F -4.74460 1.28639 -0.50304 0.132
F -5.76663 0.32848 1.13830 0.184
H -6.92199 5.51206 2.07107 0.092
H -8.39949 5.99162 1.21904 0.089
H -8.24509 4.36644 1.88678 0.063
H -6.57899 5.51636 -0.41095 0.125
H -7.86794 4.33048 -0.59444 0.126
C -13.73654 2.67961 4.51733 -0.057
C -12.30070 2.22294 4.64398 -0.190
O -11.38834 3.22176 4.13569 0.032
C -11.08671 4.20565 4.96554 -0.408
O -11.47437 4.36166 6.08252 0.180
C -10.08283 5.15664 4.28658 -0.547
F -10.43436 5.42520 3.02352 0.159
F -8.86281 4.59595 4.26591 0.155
F -9.99760 6.30147 4.94505 0.184
H -13.96332 2.94201 3.48394 0.084
H -14.40876 1.88240 4.83140 0.084
H -13.92618 3.55456 5.13780 0.080
H -12.11607 1.34068 4.03586 0.125
H -12.04174 1.98674 5.67475 0.126
C 3.64997 6.62451 3.10644 -0.060
C 4.80226 7.55201 2.79220 -0.189
O 5.53734 7.09705 1.63533 0.036
C 5.03431 7.42604 0.45914 -0.408
O 4.04013 8.05085 0.24189 0.171
C 5.96240 6.90779 -0.65750 -0.561
F 6.34324 5.64970 -0.42645 0.165
F 7.05214 7.67136 -0.73598 0.179
F 5.34088 6.94058 -1.83098 0.167
H 4.00754 5.60242 3.23346 0.083
H 3.15951 6.94005 4.02625 0.084
H 2.91354 6.62932 2.30330 0.077
H 5.52897 7.55848 3.60064 0.127
H 4.46522 8.57423 2.62925 0.126